Record 1
C3H7NO2 | ωB97M-V/def2-TZVPD

Values from the calculation:
Energy above the lowest of the compared OMol25 structures with the same formula, charge and spin (kcal/mol): 42.3
Structure (SMILES): N=C=O.C=C.O
HOMO-LUMO gap (eV): 10.7
Strongest force on any atom (hartree/bohr): 0.01703
E_HOMO (eV): -10.094

Atoms and positions in Å:
O  0.78  -2.05  1.00
O  -1.52  0.79  -2.19
N  -1.55  -0.99  -0.60
C  0.41  1.61  0.04
C  1.13  0.91  0.90
C  -1.59  -0.10  -1.44
H  1.43  -1.98  0.29
H  -2.22  -1.75  -0.59
H  0.78  1.86  -0.95
H  -0.59  1.97  0.28
H  2.13  0.55  0.67
H  0.75  0.65  1.89
H  0.06  -1.48  0.69

***

Record 2
C3H7NO2 | ωB97M-V/def2-TZVPD

Values from the calculation:
Energy above the lowest of the compared OMol25 structures with the same formula, charge and spin (kcal/mol): 33.6
Structure (SMILES): C/N=C(/O)OC
HOMO-LUMO gap (eV): 10.1
Strongest force on any atom (hartree/bohr): 0.00819
E_HOMO (eV): -9.274

Atoms and positions in Å:
O  0.58  0.04  1.75
O  0.64  -0.04  -0.49
N  -1.39  0.04  0.61
C  -0.13  0.01  0.61
C  -2.08  0.00  -0.66
C  2.06  -0.02  -0.34
H  2.41  -0.88  0.24
H  2.45  -0.06  -1.35
H  -1.49  0.39  -1.50
H  -2.37  -1.04  -0.90
H  -3.00  0.58  -0.58
H  -0.08  0.08  2.47
H  2.39  0.90  0.15

***

Record 3
C3H7NO2 | ωB97M-V/def2-TZVPD

Values from the calculation:
Energy above the lowest of the compared OMol25 structures with the same formula, charge and spin (kcal/mol): 101.5
HOMO-LUMO gap (alpha / beta) (eV): 8.5 / 8.5
Strongest force on any atom (hartree/bohr): 0.00777
E_HOMO (alpha / beta) (eV): -8.609 / -8.607

Atoms and positions in Å:
O  1.42  -0.14  0.38
O  -1.04  -0.52  -1.06
N  -0.73  -1.28  1.07
C  1.18  1.21  0.21
C  0.46  1.00  -1.05
C  -1.37  -1.22  -0.08
H  1.03  0.55  -1.86
H  -1.04  -1.93  1.77
H  -2.28  -1.83  -0.17
H  -0.48  1.46  -1.32
H  2.08  1.84  0.09
H  0.54  1.68  0.98
H  0.24  -0.82  1.04

***

Record 4
C3H7NO2 | ωB97M-V/def2-TZVPD

Values from the calculation:
Energy above the lowest of the compared OMol25 structures with the same formula, charge and spin (kcal/mol): 25.6
Structure (SMILES): C[C@@H](O)C(N)=O
HOMO-LUMO gap (eV): 10.6
Strongest force on any atom (hartree/bohr): 0.01448
E_HOMO (eV): -9.921

Atoms and positions in Å:
O  0.58  1.54  -0.90
O  -0.16  -1.63  0.55
N  1.96  -0.20  -0.55
C  -0.37  -0.23  0.38
C  -1.68  0.44  -0.22
C  0.77  0.46  -0.37
H  -2.53  -0.22  -0.29
H  -1.93  1.27  0.46
H  -1.55  0.95  -1.19
H  0.33  -2.04  -0.18
H  2.60  0.38  -1.08
H  2.38  -0.74  0.20
H  -0.38  0.09  1.43